Here is an isolated molecule of C2H7N3O in a non-equilibrium geometry from OMol25. Energies are from the ωB97M-V functional and the def2-TZVPD basis.

Summary:
SMILES: CC/N=[N+](/N)[O-]
HOMO level, eV: -9.60
Total energy, eV: -8701.006
Energy above the lowest of the compared OMol25 structures with the same formula, charge and spin, eV: 5.271
Orbital gap, hartree: 0.390

Cartesian coordinates (Å):
C 1.7053 -0.5951 0.9963
C 0.1603 -0.4217 1.0790
N -0.1966 0.6804 -0.0726
N -1.2981 1.1381 -1.9711
N -1.0553 0.3067 -0.8859
O -1.6745 -0.7243 -0.8623
H 1.9289 -1.0058 0.0860
H 2.1464 0.3461 1.1985
H 2.1552 -1.3568 1.8310
H -0.0506 -0.0971 2.1709
H -0.4552 -1.3708 0.8646
H -1.2377 2.1588 -1.7772
H -2.1280 0.9414 -2.6573

From a Mulliken analysis of the wavefunction, the atomic charges in e read:
1 C -1.02
2 C -0.23
3 N -0.66
4 N -0.66
5 N 1.27
6 O -0.74
7 H 0.36
8 H 0.30
9 H 0.26
10 H 0.24
11 H 0.32
12 H 0.27
13 H 0.29